Molecular formula: C39H52BF3N2O15P2
Method: DFT, ωB97M-V with the def2-TZVPD basis set

Last columns: bonded neighbours and bond lengths (Å).
Geometry (Å):
1 C -4.47330 -3.36986 1.20483  C2 1.559, H41 1.130, H42 1.127, H43 1.115
2 C -3.49214 -3.25375 2.41030  C1 1.559, O3 1.201, O4 1.412
3 O -3.41295 -2.18580 2.95294  C2 1.201
4 O -2.70119 -4.31416 2.90403  C2 1.412, C5 1.428
5 C -1.38598 -4.28174 2.34804  O4 1.428, O6 1.186, C7 1.563
6 O -0.45749 -4.45361 3.06558  C5 1.186
7 C -1.29932 -3.96569 0.81930  C5 1.563, C8 1.552, H44 1.129, H45 1.120
8 C 0.07152 -4.29200 0.16823  C7 1.552, C9 1.475, C17 1.453
9 C 1.04879 -3.18774 0.16158  C8 1.475, C10 1.452, H46 1.119
10 C 2.36374 -3.32277 -0.44019  C9 1.452, C11 1.567, C15 1.486
11 C 3.39766 -2.14529 -0.42061  C10 1.567, C12 1.570, H47 1.115, H48 1.129
12 C 2.79948 -0.79802 0.11936  C11 1.570, C13 1.585, H49 1.124, H50 1.131
13 C 3.82979 0.40594 0.06747  C12 1.585, N14 1.486, H51 1.123, H52 1.127
14 N 3.50569 1.47264 1.05002  C13 1.486, H53 1.026, H54 1.026
15 C 2.65058 -4.64036 -1.06419  C10 1.486, C16 1.473, C39 1.571
16 C 1.68156 -5.74962 -1.03385  C15 1.473, C17 1.487, C22 1.560
17 C 0.34605 -5.60257 -0.39623  C8 1.453, C16 1.487, C18 1.538
18 C -0.61333 -6.80446 -0.40832  C17 1.538, F19 1.367, F20 1.380, F21 1.390
19 F -1.71996 -6.70514 0.38865  C18 1.367
20 F -0.01509 -8.00079 -0.07074  C18 1.380
21 F -1.08711 -6.94628 -1.70705  C18 1.390
22 C 2.15935 -7.05203 -1.74676  C16 1.560, O23 1.207, C24 1.569
23 O 1.44940 -7.78529 -2.39119  C22 1.207
24 C 3.67908 -7.43533 -1.67963  C22 1.569, C25 1.444, C38 1.478
25 C 4.08642 -8.81884 -1.60436  C24 1.444, C26 1.476, H55 1.110
26 C 5.54022 -9.07279 -1.57172  C25 1.476, C27 1.476, H56 1.113
27 C 6.53205 -7.98016 -1.61682  C26 1.476, B28 1.595, C31 1.483
28 B 8.07503 -8.38223 -1.57995  C27 1.595, O29 1.439, O30 1.403
29 O 8.44580 -9.57080 -0.85933  B28 1.439, H57 0.978
30 O 9.10482 -7.68480 -2.22960  B28 1.403, H58 0.975
31 C 6.03222 -6.58712 -1.71209  C27 1.483, C32 1.572, C38 1.454
32 C 7.13904 -5.47430 -1.80047  C31 1.572, C33 1.438, N37 1.364
33 C 7.35101 -4.91188 -3.10682  C32 1.438, C34 1.461, H59 1.112
34 C 8.32911 -3.84118 -3.28088  C33 1.461, C35 1.464, H60 1.109
35 C 9.01436 -3.51885 -2.02773  C34 1.464, C36 1.438, H61 1.113
36 C 8.67527 -4.23593 -0.82839  C35 1.438, N37 1.369, H62 1.125
37 N 7.74103 -5.21189 -0.60505  C32 1.364, C36 1.369
38 C 4.60911 -6.28715 -1.72344  C24 1.478, C31 1.454, C39 1.545
39 C 4.03326 -4.85455 -1.77786  C15 1.571, C38 1.545, O40 1.207
40 O 4.61478 -3.97493 -2.36577  C39 1.207
41 H -3.93821 -2.92977 0.31257  C1 1.130
42 H -4.69429 -4.43495 0.90995  C1 1.127
43 H -5.41022 -2.77831 1.32476  C1 1.115
44 H -1.45175 -2.85167 0.71457  C7 1.129
45 H -2.17349 -4.46111 0.32497  C7 1.120
46 H 0.75558 -2.22114 0.64271  C9 1.119
47 H 3.80313 -1.95668 -1.44236  C11 1.115
48 H 4.20452 -2.45126 0.30775  C11 1.129
49 H 1.87126 -0.46564 -0.42086  C12 1.124
50 H 2.50516 -0.90313 1.20605  C12 1.131
51 H 4.84159 -0.00441 0.32897  C13 1.123
52 H 3.78626 0.82576 -0.97770  C13 1.127
53 H 3.61264 2.39016 0.60440  N14 1.026
54 H 2.51491 1.44261 1.31408  N14 1.026
55 H 3.38869 -9.68208 -1.59441  C25 1.110
56 H 5.92973 -10.11452 -1.53310  C26 1.113
57 H 8.48806 -10.25825 -1.55389  O29 0.978
58 H 9.84660 -7.67671 -1.59699  O30 0.975
59 H 6.77366 -5.28614 -3.98049  C33 1.112
60 H 8.51836 -3.38232 -4.27254  C34 1.109
61 H 9.79354 -2.72462 -2.00441  C35 1.113
62 H 9.26802 -3.95808 0.08607  C36 1.125
63 C -2.89848 5.50147 2.34160  C64 1.518, H74 1.094, H75 1.092, H76 1.091
64 C -1.68093 5.20833 3.19988  C63 1.518, O65 1.424, H77 1.094, H78 1.091
65 O -1.83868 4.00179 3.94010  C64 1.424, P66 1.657
66 P -1.73634 2.56779 3.11557  O65 1.657, O67 1.519, O68 1.657, O71 1.686
67 O -0.22144 2.55391 3.00293  P66 1.519
68 O -1.78420 1.50224 4.38425  P66 1.657, C69 1.426
69 C -0.73912 0.55811 4.60802  O68 1.426, C70 1.517, H79 1.090, H80 1.093
70 C 0.22754 1.08742 5.65017  C69 1.517, H81 1.091, H82 1.092, H83 1.093
71 O -3.42139 2.51154 3.07810  P66 1.686, C72 1.430
72 C -4.25096 2.09070 4.16434  O71 1.430, C73 1.515, H84 1.090, H85 1.094
73 C -4.17075 2.96316 5.39982  C72 1.515, H86 1.090, H87 1.092, H88 1.091
74 H -3.00752 4.75492 1.54891  C63 1.094
75 H -2.81274 6.48385 1.87250  C63 1.092
76 H -3.81172 5.47349 2.93850  C63 1.091
77 H -0.77741 5.15470 2.58526  C64 1.094
78 H -1.54212 6.01324 3.92390  C64 1.091
79 H -0.23349 0.30065 3.67688  C69 1.090
80 H -1.20097 -0.36134 4.97722  C69 1.093
81 H 0.59857 2.08099 5.39631  C70 1.091
82 H 1.07924 0.41337 5.76384  C70 1.092
83 H -0.27313 1.17575 6.61804  C70 1.093
84 H -4.06579 1.04223 4.39985  C72 1.090
85 H -5.27542 2.13496 3.78425  C72 1.094
86 H -3.19831 2.89353 5.88695  C73 1.090
87 H -4.92590 2.65304 6.12580  C73 1.092
88 H -4.33519 4.01227 5.14816  C73 1.091
89 C -5.97062 5.40902 -0.83239  C90 1.518, H100 1.094, H101 1.092, H102 1.091
90 C -4.68371 6.21183 -0.90061  C89 1.518, O91 1.425, H103 1.094, H104 1.092
91 O -4.66144 7.07146 -2.03666  C90 1.425, P92 1.654
92 P -5.62457 8.41550 -2.00680  O91 1.654, O93 1.515, O94 1.653, O97 1.683
93 O -4.77572 9.26045 -1.07885  P92 1.515
94 O -5.13954 9.17004 -3.39584  P92 1.653, C95 1.425
95 C -4.62566 10.49928 -3.39167  O94 1.425, C96 1.517, H105 1.090, H106 1.094
96 C -3.10921 10.47607 -3.39155  C95 1.517, H107 1.090, H108 1.092, H109 1.093
97 O -6.79509 7.60376 -2.90331  P92 1.683, C98 1.429
98 C -6.75834 7.42058 -4.32016  O97 1.429, C99 1.515, H110 1.091, H111 1.093
99 C -5.59774 6.58718 -4.82264  C98 1.515, H112 1.090, H113 1.092, H114 1.091
100 H -6.82966 6.06043 -0.64800  C89 1.094
101 H -5.92386 4.67369 -0.02631  C89 1.092
102 H -6.15615 4.89006 -1.77421  C89 1.091
103 H -4.54271 6.79599 0.01336  C90 1.094
104 H -3.83516 5.53132 -0.99417  C90 1.092
105 H -5.02244 11.07490 -2.55521  C95 1.090
106 H -4.98044 10.98660 -4.30410  C95 1.094
107 H -2.71035 9.86636 -2.58033  C96 1.090
108 H -2.70799 11.48767 -3.29999  C96 1.092
109 H -2.73863 10.04188 -4.32403  C96 1.093
110 H -6.81194 8.38333 -4.82963  C98 1.091
111 H -7.68497 6.89761 -4.57174  C98 1.093
112 H -4.64219 7.09386 -4.68799  C99 1.090
113 H -5.71643 6.38589 -5.88980  C99 1.092
114 H -5.54088 5.63646 -4.28995  C99 1.091

Energy relative to the best compared isomer or geometry (same formula, charge and spin) in eV: 6.504
HOMO energy in eV: -9.148
Structure (SMILES): CC(=O)OC(=O)Cc1cc(CCCN)c2c(c1C(F)(F)F)C(=O)c1ccc(B(O)O)c(-c3ccccn3)c1C2=O.CCOP(=O)(OCC)OCC.CCOP(=O)(OCC)OCC
Frontier orbital gap in eV: 7.557
DFT total energy in Ha: -3762.52850